DFT (wB97M-V/def2-TZVPD) results for a molecular structure, C46H64Br2IO2P2SiTa in a non-equilibrium geometry.

Values from the calculation:
HOMO-LUMO gap, Eh: 0.2043
DFT total energy, eV: -229011.1838
Lowest unoccupied orbital energy, eV: -8.032
Relative energy (zero: lowest compared OMol25 entry of this formula, charge and spin), kJ/mol: 60.9
Net charge: +2

Geometry (Å):
1 Ta 0.5880 -0.1202 -1.4666
2 C 2.3709 -3.6073 -0.4824
3 Si 1.5510 -1.8947 0.0204
4 C 2.9745 -1.0413 1.0256
5 C 4.2220 -1.6588 1.2183
6 C 5.2346 -0.9750 1.8536
7 C 4.9518 0.3195 2.3579
8 C 3.7414 0.9486 2.1973
9 C 2.7799 0.2690 1.4839
10 P 1.2217 1.1400 0.9967
11 C 0.1807 0.6719 2.5063
12 C -1.3035 1.0709 2.3288
13 C -2.0561 1.6419 3.5816
14 C -1.6031 0.9189 4.8880
15 C -0.0708 0.7637 4.9923
16 C 0.7138 1.3233 3.8154
17 C 1.5440 3.0143 0.5789
18 C 2.5423 3.7423 1.5043
19 C 2.6659 5.2498 1.3599
20 C 1.8715 5.7748 0.1312
21 C 0.4224 5.3285 0.1914
22 C 0.2388 3.8788 0.5148
23 C 0.3344 -2.4394 1.3885
24 C 0.7458 -3.0184 2.6110
25 C -0.2087 -3.4307 3.5704
26 C -1.5425 -3.3728 3.2436
27 C -1.9949 -2.7548 2.0770
28 C -1.0598 -2.1493 1.1919
29 P -1.4847 -1.6264 -0.4695
30 C -3.2233 -0.8431 -0.4448
31 C -3.4407 0.5715 0.1610
32 C -4.8535 1.1759 -0.0437
33 C -6.0294 0.2146 0.2926
34 C -5.7834 -1.1946 -0.2836
35 C -4.4350 -1.7247 0.1324
36 C -2.1072 -3.2812 -1.2111
37 C -2.7574 -3.1435 -2.6267
38 C -2.5986 -4.4870 -3.4354
39 C -2.6480 -5.7694 -2.5986
40 C -1.5412 -5.7212 -1.5239
41 C -0.9608 -4.2756 -1.3471
42 H 2.8203 -4.0797 0.4319
43 H 3.1667 -3.3200 -1.2233
44 H 1.7919 -4.4238 -0.9632
45 H 4.4532 -2.6622 0.8829
46 H 6.2279 -1.3358 1.9939
47 H 5.7198 0.9297 2.6909
48 H 3.4736 1.8503 2.7653
49 H 0.3412 -0.4283 2.5610
50 H -1.7800 0.1258 1.9895
51 H -1.4767 1.8125 1.5194
52 H -3.1824 1.5040 3.5317
53 H -1.9225 2.7624 3.6995
54 H -2.0709 -0.0792 5.0047
55 H -1.9231 1.4024 5.8101
56 H 0.2444 -0.2896 5.1582
57 H 0.3485 1.2042 5.9376
58 H 1.7693 1.0797 3.9468
59 H 0.7021 2.3814 3.6948
60 H 2.0148 2.9541 -0.4297
61 H 3.5346 3.2406 1.3903
62 H 2.2319 3.5777 2.5484
63 H 3.7659 5.4909 1.2387
64 H 2.3478 5.7070 2.2945
65 H 2.3352 5.4107 -0.8313
66 H 2.0134 6.8347 0.0244
67 H -0.1383 5.7465 -0.6643
68 H 0.0931 5.8326 1.0831
69 H -0.4669 3.3834 -0.1549
70 H -0.1828 3.9122 1.5364
71 H 1.7859 -3.1481 2.8229
72 H 0.1287 -3.7660 4.5611
73 H -2.3310 -3.7542 3.9430
74 H -3.0893 -2.8935 1.9112
75 H -3.4674 -0.6854 -1.5060
76 H -2.6810 1.3013 -0.1418
77 H -3.4166 0.5216 1.2656
78 H -4.9269 1.4331 -1.0676
79 H -4.9541 2.1210 0.4950
80 H -6.9996 0.6167 0.0014
81 H -6.1171 0.0705 1.3932
82 H -6.0411 -1.1352 -1.3330
83 H -6.5471 -1.9108 0.0790
84 H -4.2764 -2.6808 -0.3357
85 H -4.4690 -1.8249 1.2563
86 H -2.7370 -3.7949 -0.5059
87 H -2.2439 -2.3955 -3.2132
88 H -3.7524 -2.8034 -2.6185
89 H -1.7144 -4.5122 -4.0521
90 H -3.4602 -4.5710 -4.0617
91 H -2.4474 -6.6336 -3.2503
92 H -3.6064 -5.8819 -2.0770
93 H -0.7099 -6.4095 -1.7928
94 H -1.9336 -6.0153 -0.5788
95 H -0.2551 -4.0208 -2.1015
96 H -0.3193 -4.2819 -0.4277
97 Br -1.2355 1.4973 -2.1000
98 C -2.0797 1.8513 -4.0497
99 Br -3.8950 2.4809 -3.7728
100 H -2.2125 0.9286 -4.6395
101 H -1.5122 2.6979 -4.4971
102 I 1.9679 -2.0121 -4.1450
103 C 0.3205 -0.8329 -3.4101
104 H -0.5023 -1.5149 -3.5122
105 H 0.2346 0.0371 -4.0674
106 O 3.9391 -0.5484 -2.0721
107 C 3.4594 0.5584 -2.2824
108 O 2.1009 0.7450 -2.2138
109 C 4.1637 1.6982 -2.8869
110 C 3.5237 2.9017 -3.2724
111 C 4.2215 3.8378 -3.9608
112 C 5.5068 3.6007 -4.4793
113 C 6.2316 2.5035 -4.0295
114 C 5.5571 1.5612 -3.2306
115 H 2.4049 2.9756 -3.2600
116 H 3.7433 4.7971 -4.1560
117 H 5.8439 4.3248 -5.2002
118 H 7.3334 2.3615 -4.2788
119 H 6.0218 0.5909 -2.8971



DFT (wB97M-V/def2-TZVPD) results for a molecular structure, C18H36I2N2OSi in a non-equilibrium geometry.

Values from the calculation:
HOMO-LUMO gap, Eh: 0.0904
DFT total energy, eV: -48347.1412
Lowest unoccupied orbital energy, eV: -1.400

Geometry (Å):
1 C -0.5158 -1.0342 3.5012
2 C -0.9659 -0.2056 2.4646
3 C -0.5559 1.3113 2.2134
4 N 0.3842 1.5455 1.0598
5 Si -0.1489 3.2173 0.4914
6 C 1.0135 3.9777 -0.8288
7 C -1.9134 3.2338 -0.2578
8 C -0.1878 4.4996 1.9489
9 C 0.2611 0.7418 -0.1976
10 C 1.7295 0.3405 -0.7737
11 C 2.0572 0.7738 -2.2986
12 C 1.0035 0.2403 -3.3784
13 C 2.2370 -1.1636 -0.5752
14 C 1.2925 -2.2801 -1.2296
15 C 0.6950 -3.1766 -0.0122
16 C -0.7635 -3.7860 -0.3848
17 N -1.7330 -2.9198 0.4002
18 C -3.0973 -3.0141 -0.1306
19 C -3.7971 -4.3394 -0.6597
20 O -3.7737 -1.9181 -0.1240
21 C 2.8252 1.2557 0.0388
22 C 1.8673 1.6400 1.3076
23 I 2.7465 0.3996 2.9021
24 H -1.0774 -2.0198 3.6695
25 H 0.3228 -0.8103 4.2276
26 H -1.7442 -0.6519 1.7526
27 H -1.5189 1.9180 2.1753
28 H -0.0085 1.6610 3.1646
29 H 0.7102 5.0860 -0.9065
30 H 2.1170 3.9622 -0.5591
31 H 0.7865 3.5317 -1.8600
32 H -2.0671 4.0490 -1.0505
33 H -2.7225 3.2680 0.5602
34 H -2.1123 2.2428 -0.8153
35 H -0.2156 4.0045 2.9738
36 H 0.8303 5.0389 1.8874
37 H -1.0268 5.2731 1.8075
38 H -0.1967 1.2255 -1.1301
39 H -0.2505 -0.2725 -0.1852
40 H 3.0867 0.3777 -2.6281
41 H 2.1487 1.9185 -2.3814
42 H -0.0915 0.3424 -3.0674
43 H 1.1722 -0.8793 -3.5814
44 H 1.0973 0.8252 -4.3657
45 H 2.4286 -1.4674 0.5031
46 H 3.2527 -1.2351 -1.1119
47 H 0.3667 -1.8498 -1.7570
48 H 1.8746 -2.9550 -1.9547
49 H 1.4249 -3.9644 0.3595
50 H 0.5562 -2.4386 0.8647
51 H -0.8273 -4.8848 -0.1117
52 H -0.9820 -3.5642 -1.4859
53 H -1.4331 -1.9584 0.1468
54 H -3.8667 -5.1011 0.2560
55 H -3.2073 -4.7164 -1.5462
56 H -4.8565 -4.0530 -0.9979
57 H 3.3055 2.1167 -0.5305
58 H 3.6869 0.6411 0.4821
59 H 2.0835 2.6938 1.7213
60 I -3.7064 -6.6936 -0.0022



DFT (wB97M-V/def2-TZVPD) results for a single C3H2BrN3O molecule in a non-equilibrium geometry.

Values from the calculation:
HOMO-LUMO gap, Eh: 0.3904
DFT total energy, eV: -79699.7201
Lowest unoccupied orbital energy, eV: 0.504
Relative energy (zero: lowest compared OMol25 entry of this formula, charge and spin), kJ/mol: 0.0

Geometry (Å):
1 C -0.2808 0.1166 0.8328
2 C -2.7249 0.1840 0.1116
3 C 0.8341 0.0035 -1.0276
4 N -1.6329 -0.0007 0.5197
5 N 0.5559 1.2109 -0.9132
6 N 0.4238 -0.8327 0.0897
7 O 0.1581 1.3918 0.3916
8 Br 1.7826 -0.7866 -2.3714
9 H -0.2404 0.0538 1.9669
10 H 1.1245 -1.3407 0.3998



DFT (wB97M-V/def2-TZVPD) results for a single C3H3NS molecule in a non-equilibrium geometry.

Values from the calculation:
HOMO-LUMO gap, Eh: 0.2995
DFT total energy, eV: -15482.5461
Lowest unoccupied orbital energy, eV: -0.470
Relative energy (zero: lowest compared OMol25 entry of this formula, charge and spin), kJ/mol: 116.8
SMILES string: C#CC(N)=S

Geometry (Å):
1 C -0.5328 -2.1439 -0.0314
2 C 0.3170 -1.2774 0.0161
3 C 1.1532 -0.1245 -0.0185
4 N 0.5471 1.1043 -0.0489
5 S 2.8443 -0.1035 0.0169
6 H -1.2745 -2.9482 0.2072
7 H -0.4333 1.2651 0.1135
8 H 1.0350 1.9648 0.2673



- DFT total energy of number 4 (C3H3NS)?
  -15482.5461 eV